[1]
The following is a DFT calculation (wB97M-V/def2-TZVPD) of 4 unconnected molecules or ions with the total composition C19H41ClN2O3 in a non-equilibrium geometry.

Last column: natural (NBO) charge in e.
Geometry (Å):
C -17.06138 6.52515 -19.14447  -0.61
C -16.51133 6.14607 -20.51990  -0.42
C -16.03028 7.37370 -21.30628  -0.23
N -15.77431 7.08346 -22.77513  -0.22
C -14.71133 6.01100 -22.90733  -0.22
C -14.14672 5.92923 -24.31765  -0.42
C -13.64045 7.30783 -24.81574  -0.40
C -14.79970 8.27229 -24.83636  -0.47
C -15.32943 8.43013 -23.42064  -0.20
C -17.05730 6.67014 -23.51750  -0.42
H -16.23905 6.84015 -18.50027  0.19
H -17.52999 5.68721 -18.62504  0.22
H -17.87517 7.24769 -19.23749  0.25
H -17.26309 5.60358 -21.08991  0.22
H -15.58333 5.61063 -20.30134  0.19
H -15.10328 7.72256 -20.85501  0.19
H -16.84948 8.08368 -21.32355  0.28
H -13.84386 6.27863 -22.30461  0.21
H -15.24433 5.08963 -22.68981  0.23
H -13.34042 5.19076 -24.30068  0.22
H -14.81662 5.46919 -25.05009  0.21
H -12.90775 7.59953 -24.05592  0.17
H -13.15095 7.15196 -25.77475  0.22
H -14.63480 9.32142 -25.09879  0.28
H -15.56810 7.98129 -25.55338  0.28
H -14.55917 8.69995 -22.69455  0.17
H -16.19508 9.08213 -23.29225  0.28
H -16.95652 6.87919 -24.57868  0.27
H -17.83710 7.26999 -23.05279  0.27
H -17.13798 5.58546 -23.47462  0.19
C -14.85904 10.34176 -16.13996  -0.62
C -14.63459 11.41480 -17.15862  -0.43
C -15.03565 10.93139 -18.55568  -0.21
N -14.67287 11.76518 -19.75638  -0.20
C -15.14513 11.03167 -21.00346  -0.23
C -15.03622 11.85927 -22.29770  -0.45
C -15.65460 13.27133 -22.20586  -0.40
C -15.22968 13.96793 -20.92609  -0.43
C -15.41409 13.11305 -19.66094  -0.21
C -13.18175 11.90911 -19.83831  -0.42
H -15.89379 10.36633 -15.78834  0.23
H -14.29219 10.38428 -15.20585  0.23
H -14.60082 9.32184 -16.43734  0.22
H -13.56975 11.66340 -17.10264  0.20
H -15.16286 12.35464 -16.99179  0.22
H -16.07923 10.61709 -18.61930  0.26
H -14.48661 10.00309 -18.74725  0.20
H -16.16439 10.74409 -20.74823  0.28
H -14.52931 10.13710 -21.08852  0.20
H -15.55811 11.27938 -23.06239  0.30
H -14.00769 12.01152 -22.63397  0.19
H -16.74511 13.19377 -22.18655  0.23
H -15.40861 13.78155 -23.13500  0.23
H -15.83222 14.87747 -20.95815  0.25
H -14.19092 14.28820 -21.05133  0.20
H -16.46593 12.87892 -19.51774  0.25
H -14.87746 13.61708 -18.86147  0.21
H -12.65374 10.96069 -19.80093  0.23
H -12.87630 12.50738 -18.98162  0.22
H -12.99216 12.44523 -20.76208  0.23
Cl -18.89662 9.98868 -21.04739  -0.95
O -17.49084 10.76313 -24.06472  -0.80
C -17.45148 9.73094 -25.03160  0.93
O -18.32745 8.84889 -24.91660  -0.80
O -16.50999 9.73782 -25.85708  -0.81
H -18.14132 10.35304 -23.45462  0.52

Calculated values
- HOMO level (eV) = -7.1
- Kohn-Sham gap (hartree) = 0.2486
- energy above the lowest of the compared OMol25 structures with the same formula, charge and spin (kcal per mole) = 1.9
- charge = 0

***

[2]
The following is a DFT calculation (wB97M-V/def2-TZVPD) of 6 unconnected molecules or ions with the total composition C19H41F3N6O7P in a non-equilibrium geometry.

Last column: Löwdin charge in e.
Geometry (Å):
O 0.00839 1.57055 -1.37373  -0.38
P -0.33780 2.93539 -2.32629  0.59
O 1.01892 3.96793 -2.32193  -0.38
N -0.68378 2.40954 -3.82463  -0.33
C 0.44828 2.08667 -4.67587  -0.40
C 0.79032 3.34243 -5.53010  -0.15
C 1.92666 3.10544 -6.45012  -0.22
F 1.64491 2.81420 -7.75665  0.03
C 3.21603 3.13425 -6.06184  -0.30
F 3.69449 4.16679 -5.35879  0.10
F 4.12337 2.17101 -6.24605  0.10
H -0.44590 0.85444 -1.82595  0.00
H 1.81448 3.57362 -2.71333  0.00
H 1.33810 1.69807 -4.16228  0.09
H 0.10918 1.33057 -5.39246  0.09
H -0.10443 3.56778 -6.09911  0.11
H 1.02364 4.16436 -4.86106  0.10
C -3.56382 2.57408 1.38454  -0.01
C -2.81548 1.28092 1.16005  -0.55
O -2.65352 0.82765 0.04826  0.03
N -2.31860 0.63736 2.25839  0.01
C -2.40984 1.02914 3.65145  -0.09
H -3.88478 2.95626 0.41901  0.07
H -4.44291 2.40544 2.01109  0.08
H -2.91539 3.31411 1.85523  0.08
H -1.82892 -0.21272 2.03407  0.13
H -1.40247 1.15697 4.05700  0.08
H -2.91506 0.24373 4.21640  0.06
H -2.95551 1.95966 3.76495  0.07
C 2.91152 0.15572 -8.48726  -0.01
C 3.18578 -1.32488 -8.37702  -0.54
O 3.21929 -1.91342 -7.31304  0.04
N 3.40250 -2.00682 -9.54315  -0.01
C 3.40333 -1.48776 -10.89573  -0.09
H 2.76011 0.56284 -7.49857  0.06
H 3.76076 0.66261 -8.94790  0.09
H 2.01282 0.33414 -9.07793  0.09
H 3.57953 -2.98828 -9.40685  0.13
H 2.64001 -1.99754 -11.48811  0.08
H 4.37623 -1.66604 -11.35998  0.08
H 3.20045 -0.42308 -10.90524  0.07
C -5.20520 0.62171 -2.79634  -0.01
C -5.68380 1.97241 -2.31902  -0.55
O -4.94668 2.92383 -2.19322  0.05
N -7.02083 2.08991 -2.02287  -0.01
C -8.04926 1.07475 -2.10820  -0.10
H -4.13732 0.66762 -2.98929  0.09
H -5.38735 -0.13229 -2.02903  0.08
H -5.71697 0.34335 -3.72000  0.08
H -7.28112 3.01044 -1.71051  0.13
H -8.83186 1.39574 -2.80090  0.07
H -8.50192 0.92061 -1.12521  0.08
H -7.63941 0.13323 -2.45559  0.07
C -0.62437 -3.25418 5.12061  -0.01
C -1.36134 -2.20305 5.91788  -0.56
O -2.50728 -1.87558 5.64888  0.01
N -0.69760 -1.62868 6.95064  0.01
C 0.66233 -1.88945 7.40987  -0.09
H -1.27878 -3.61669 4.33438  0.08
H 0.27040 -2.83077 4.66349  0.08
H -0.34468 -4.09279 5.75925  0.08
H -1.24220 -0.93750 7.44009  0.14
H 0.63913 -2.21799 8.44087  0.06
H 1.23791 -0.96413 7.35010  0.09
H 1.14853 -2.64734 6.80999  0.07
C 4.56746 -4.22944 8.46102  -0.01
C 3.84970 -3.18598 9.28350  -0.53
O 2.69318 -2.86693 9.05870  0.02
N 4.54146 -2.60307 10.29673  0.01
C 5.91059 -2.85033 10.70923  -0.08
H 3.89007 -4.59815 7.69785  0.08
H 5.44193 -3.79811 7.97308  0.09
H 4.87608 -5.06624 9.08836  0.08
H 4.00663 -1.91711 10.80466  0.14
H 5.92609 -3.18796 11.74687  0.08
H 6.48815 -1.92742 10.63706  0.08
H 6.37740 -3.60556 10.08762  0.07

Calculated values
- HOMO level (eV) = -2.5
- Kohn-Sham gap (hartree) = 0.1495
- charge = -1

***

[3]
The following is a DFT calculation (wB97M-V/def2-TZVPD) of 3 unconnected molecules or ions with the total composition C19H41N2O10P2 in a non-equilibrium geometry.

Last column: Löwdin charge in e.
Geometry (Å):
C 3.31937 -5.99926 -0.34597  0.00
C 3.35045 -4.48253 -0.85377  -0.38
O 2.87222 -3.60590 -0.07092  0.05
O 3.81788 -4.01410 -2.11564  -0.05
C 4.52117 -5.02534 -2.87067  -0.14
C 6.06328 -5.24467 -2.37495  -0.08
N 6.57738 -4.07619 -1.58295  -0.06
C 6.52903 -3.84616 -0.14942  0.03
C 7.17713 -2.51363 0.27483  0.05
N 7.61864 -2.02211 -1.02237  0.06
C 7.30028 -2.91614 -2.10648  0.05
H 2.48940 -6.05973 0.45899  0.12
H 2.99980 -6.72954 -1.17703  0.10
H 4.31037 -6.27076 0.15360  0.08
H 3.95081 -6.01978 -2.98691  0.14
H 4.61883 -4.61120 -3.94895  0.15
H 6.72017 -5.27450 -3.32941  0.15
H 6.23009 -6.24923 -1.85473  0.14
H 6.02670 -4.67067 0.46687  0.14
H 7.27113 -2.09243 1.32503  0.15
H 8.10910 -1.11953 -1.07257  0.17
H 7.57495 -2.73808 -3.20496  0.17
O 0.69415 0.18276 -0.55472  -0.21
P 0.94676 1.18617 0.57948  0.76
O 1.01468 2.49954 -0.42586  -0.25
C -0.20994 3.01194 -0.93557  -0.29
C -0.97280 3.77937 0.12687  -0.08
O 2.57007 0.83540 0.67470  -0.26
C 3.01225 -0.51375 0.55313  -0.29
C 3.62300 -0.72651 -0.82026  -0.08
O 1.16697 2.28191 1.87742  -0.26
C 2.40069 2.90778 2.21970  -0.28
C 2.93848 3.86902 1.17691  -0.08
H -0.82033 2.19791 -1.34046  0.10
H 0.03805 3.68060 -1.76445  0.12
H -1.29599 3.11350 0.93290  0.07
H -1.86073 4.25430 -0.30028  0.08
H -0.34382 4.55037 0.57696  0.07
H 2.19712 -1.21529 0.74223  0.10
H 3.76952 -0.68808 1.32306  0.11
H 2.95378 -0.39572 -1.61790  0.08
H 3.86553 -1.77743 -0.98062  0.03
H 4.54076 -0.13715 -0.92210  0.07
H 3.14721 2.16265 2.50143  0.11
H 2.19601 3.48174 3.12890  0.12
H 3.29208 3.34164 0.28868  0.07
H 3.78322 4.43313 1.58226  0.08
H 2.16963 4.57602 0.85903  0.07
O -4.44571 2.97662 0.58187  -0.22
P -5.89095 2.60138 0.22334  0.75
O -6.37649 2.31514 1.78051  -0.24
C -6.62773 3.43552 2.61745  -0.30
C -7.93981 4.10777 2.26127  -0.08
O -5.49328 1.05266 -0.23246  -0.26
C -4.28130 0.81146 -0.94263  -0.29
C -3.25530 0.19560 -0.00930  -0.07
O -7.49455 2.27276 -0.28050  -0.26
C -8.07676 0.97371 -0.36246  -0.28
C -8.23486 0.26112 0.96705  -0.08
H -5.79731 4.14645 2.55601  0.11
H -6.67103 3.06872 3.64653  0.12
H -7.89371 4.54779 1.26031  0.07
H -8.17342 4.90393 2.97439  0.08
H -8.75910 3.38603 2.25954  0.07
H -3.90439 1.72853 -1.40221  0.10
H -4.50391 0.11446 -1.75474  0.12
H -3.13410 0.78214 0.90492  0.07
H -2.28308 0.10765 -0.50124  0.06
H -3.57844 -0.80146 0.30403  0.08
H -7.54359 0.35616 -1.08761  0.11
H -9.07674 1.12641 -0.78053  0.12
H -7.27001 -0.04481 1.37620  0.07
H -8.84012 -0.64115 0.84299  0.08
H -8.71886 0.90507 1.70419  0.07

Calculated values
- HOMO level (eV) = -10.9
- Kohn-Sham gap (hartree) = 0.2577
- charge = +1

***

Question: Number 2 is which compound?
Answer: C19H41F3N6O7P

***

Question: Which of these has the lowest charge?
Answer: C19H41F3N6O7P

***

Question: Look up the HOMO level of the first one.
Answer: -7.1 eV